Record 1
Computed, not measured: a structure of composition C17H44B4N6O10 in a non-equilibrium geometry, with ωB97M-V/def2-TZVPD.

CARTESIAN COORDINATES (ANGSTROEM)
C (5.73, -1.38, -2.00)
B (4.71, -0.39, -2.62)
O (4.74, -0.27, -4.01)
B (3.54, 0.51, -1.76)
O (3.41, 1.90, -1.83)
B (2.12, 2.23, -2.26)
O (1.95, 3.20, -3.20)
O (1.04, 1.53, -1.76)
B (1.32, 0.18, -1.60)
C (0.42, -0.98, -2.12)
N (-0.21, -0.60, -3.41)
O (2.55, -0.11, -1.01)
H (5.92, -1.25, -0.94)
H (6.66, -1.41, -2.57)
H (5.26, -2.37, -2.12)
H (3.85, -0.32, -4.36)
H (2.78, 3.29, -3.67)
H (1.10, -1.82, -2.27)
H (-0.34, -1.29, -1.40)
H (0.52, -0.37, -4.07)
H (-0.69, -1.40, -3.81)
C (-4.46, -0.71, 0.65)
C (-2.95, -0.72, 0.67)
O (-2.31, -1.72, 0.38)
N (-2.32, 0.43, 1.02)
C (-2.91, 1.70, 1.39)
H (-4.80, -1.70, 0.35)
H (-4.87, -0.48, 1.63)
H (-4.83, 0.03, -0.07)
H (-1.32, 0.35, 1.01)
H (-2.58, 2.47, 0.69)
H (-2.59, 1.99, 2.39)
H (-3.99, 1.65, 1.36)
C (-1.08, 5.67, 3.43)
C (-2.03, 4.91, 4.32)
O (-3.24, 5.10, 4.30)
N (-1.50, 3.98, 5.16)
C (-0.10, 3.62, 5.32)
H (-1.66, 6.37, 2.83)
H (-0.36, 6.24, 4.02)
H (-0.54, 5.00, 2.76)
H (-2.18, 3.51, 5.72)
H (0.05, 2.56, 5.09)
H (0.22, 3.79, 6.34)
H (0.52, 4.20, 4.65)
C (-7.03, 9.71, 3.01)
C (-6.10, 9.10, 1.99)
O (-6.15, 9.39, 0.81)
N (-5.19, 8.20, 2.45)
C (-4.98, 7.73, 3.81)
H (-7.69, 10.40, 2.49)
H (-7.63, 8.94, 3.50)
H (-6.47, 10.26, 3.77)
H (-4.59, 7.83, 1.73)
H (-3.96, 7.96, 4.13)
H (-5.11, 6.65, 3.86)
H (-5.67, 8.21, 4.49)
C (3.41, -5.26, -3.93)
C (2.15, -4.47, -3.68)
O (2.13, -3.47, -2.96)
N (1.01, -4.89, -4.29)
C (0.84, -6.04, -5.15)
H (4.22, -4.80, -3.38)
H (3.27, -6.28, -3.57)
H (3.66, -5.26, -4.99)
H (0.21, -4.32, -4.08)
H (0.47, -5.73, -6.13)
H (0.12, -6.74, -4.72)
H (1.78, -6.56, -5.28)
C (2.41, -7.16, 0.26)
C (3.38, -7.77, -0.73)
O (3.35, -7.49, -1.92)
N (4.30, -8.64, -0.25)
C (4.49, -9.09, 1.12)
H (1.75, -6.49, -0.29)
H (1.81, -7.93, 0.74)
H (2.94, -6.59, 1.02)
H (4.92, -9.01, -0.95)
H (5.49, -8.83, 1.47)
H (4.37, -10.17, 1.19)
H (3.76, -8.61, 1.78)

Properties
Multiplicity = 1
Lowest unoccupied orbital energy = 0.010 Ha
Kohn-Sham gap = 8.983 eV
HOMO level = -8.70 eV



Record 2
Computed, not measured: a cluster of 4 separate species, C17H44BClO4Si in total in a non-equilibrium geometry, with ωB97M-V/def2-TZVPD.

CARTESIAN COORDINATES (ANGSTROEM)
C (-0.99, 1.77, -3.20)
Si (0.14, 0.29, -3.64)
C (-0.82, -1.30, -3.26)
C (1.64, 0.43, -2.46)
O (0.57, 0.49, -5.29)
C (1.09, -0.65, -5.96)
C (2.57, -1.02, -5.57)
B (2.62, -2.54, -5.13)
Cl (2.30, -3.11, -3.43)
H (-0.83, 2.03, -2.15)
H (-0.67, 2.59, -3.85)
H (-2.01, 1.47, -3.41)
H (-1.90, -1.13, -3.31)
H (-0.59, -1.55, -2.21)
H (-0.58, -2.16, -3.88)
H (2.38, -0.36, -2.60)
H (1.31, 0.38, -1.42)
H (2.12, 1.39, -2.68)
H (0.41, -1.51, -5.90)
H (1.12, -0.39, -7.02)
H (2.99, -0.33, -4.84)
H (3.20, -0.94, -6.46)
H (2.84, -3.37, -5.95)
C (-5.40, 1.08, -0.86)
C (-4.04, 1.02, -0.18)
O (-3.23, 2.15, -0.46)
C (-3.73, 3.40, -0.03)
C (-3.92, 3.51, 1.47)
H (-5.29, 1.27, -1.93)
H (-5.93, 0.13, -0.73)
H (-6.03, 1.87, -0.45)
H (-3.49, 0.16, -0.55)
H (-4.15, 0.89, 0.90)
H (-4.66, 3.64, -0.56)
H (-2.99, 4.14, -0.35)
H (-4.73, 2.86, 1.82)
H (-4.18, 4.53, 1.75)
H (-3.02, 3.21, 2.00)
C (-0.44, 0.12, 4.98)
C (-1.55, -0.47, 4.13)
O (-2.00, 0.40, 3.11)
C (-1.03, 0.79, 2.15)
C (-0.47, -0.38, 1.36)
H (-0.73, 1.10, 5.36)
H (-0.23, -0.53, 5.83)
H (0.48, 0.25, 4.42)
H (-2.42, -0.68, 4.75)
H (-1.24, -1.43, 3.69)
H (-0.23, 1.36, 2.63)
H (-1.54, 1.47, 1.46)
H (0.14, -1.03, 1.99)
H (0.17, -0.01, 0.55)
H (-1.27, -0.98, 0.94)
C (4.25, -1.50, 4.80)
C (3.16, -2.09, 3.93)
O (2.71, -1.22, 2.90)
C (3.68, -0.84, 1.95)
C (4.26, -2.00, 1.15)
H (3.95, -0.52, 5.17)
H (4.46, -2.15, 5.65)
H (5.18, -1.37, 4.25)
H (2.29, -2.30, 4.54)
H (3.48, -3.05, 3.50)
H (4.48, -0.26, 2.42)
H (3.17, -0.16, 1.26)
H (4.87, -2.65, 1.78)
H (4.89, -1.63, 0.34)
H (3.45, -2.60, 0.73)

Properties
SMILES string = C[Si](C)(C)OCCBCl.CCOCC.CCOCC.CCOCC
Multiplicity = 1
Lowest unoccupied orbital energy = 0.011 Ha
Kohn-Sham gap = 9.770 eV
HOMO level = -9.47 eV



Record 3
Computed, not measured: a cluster of 5 separate species, C17H45ClO17P4Si in total in a non-equilibrium geometry, with ωB97M-V/def2-TZVPD.

CARTESIAN COORDINATES (ANGSTROEM)
C (5.56, -3.26, -0.38)
C (4.26, -2.76, -0.77)
C (3.87, -1.24, -0.95)
Si (2.10, -1.23, -1.74)
C (0.94, -2.05, -0.43)
C (0.19, -3.35, -0.97)
O (-1.05, -3.50, -0.80)
Cl (1.03, -4.71, -1.87)
H (6.33, -3.60, -1.14)
H (5.86, -3.35, 0.72)
H (3.43, -3.54, -0.91)
H (3.86, -0.74, 0.08)
H (4.53, -0.67, -1.67)
H (2.24, -2.05, -2.97)
H (1.69, 0.14, -2.06)
H (0.19, -1.26, -0.11)
H (1.55, -2.34, 0.49)
C (-7.14, -0.06, 0.68)
O (-6.28, 0.46, -0.34)
P (-4.61, 0.17, -0.07)
O (-4.37, 1.53, 0.57)
O (-4.32, 0.21, -1.69)
C (-4.86, 1.27, -2.46)
O (-3.00, -0.36, 0.20)
C (-2.75, -1.75, -0.06)
H (-8.17, 0.17, 0.43)
H (-7.03, -1.15, 0.74)
H (-6.89, 0.39, 1.65)
H (-4.98, 2.18, -1.88)
H (-5.83, 0.96, -2.86)
H (-4.19, 1.47, -3.30)
H (-2.95, -1.98, -1.11)
H (-3.39, -2.36, 0.58)
H (-1.72, -1.96, 0.16)
C (-7.42, 7.76, -2.61)
O (-7.34, 7.04, -3.85)
P (-6.92, 5.38, -3.67)
O (-5.45, 5.62, -3.93)
O (-7.71, 5.01, -5.06)
C (-7.49, 5.80, -6.22)
O (-6.70, 3.71, -3.35)
C (-7.86, 3.05, -2.83)
H (-7.69, 8.79, -2.83)
H (-8.20, 7.32, -1.98)
H (-6.46, 7.73, -2.10)
H (-6.49, 6.23, -6.23)
H (-8.24, 6.59, -6.27)
H (-7.60, 5.16, -7.10)
H (-8.68, 3.09, -3.55)
H (-8.16, 3.51, -1.89)
H (-7.61, 2.00, -2.65)
C (9.40, -0.26, -0.86)
O (8.49, 0.83, -0.73)
P (8.00, 1.14, 0.89)
O (6.71, 0.34, 0.75)
O (7.75, 2.72, 0.53)
C (7.04, 3.07, -0.64)
O (7.72, 1.48, 2.55)
C (8.82, 2.09, 3.23)
H (9.65, -0.38, -1.92)
H (10.31, -0.07, -0.30)
H (8.92, -1.19, -0.51)
H (6.31, 2.31, -0.91)
H (7.74, 3.22, -1.47)
H (6.52, 4.01, -0.46)
H (9.07, 3.05, 2.79)
H (9.69, 1.42, 3.20)
H (8.53, 2.24, 4.28)
C (-0.49, -5.15, 2.86)
O (0.51, -5.63, 3.76)
P (1.56, -4.40, 4.35)
O (2.63, -4.68, 3.30)
O (1.84, -5.26, 5.72)
C (2.15, -6.65, 5.63)
O (2.42, -3.07, 5.01)
C (1.68, -2.30, 5.97)
H (-1.11, -5.99, 2.54)
H (-1.13, -4.42, 3.37)
H (-0.03, -4.69, 1.98)
H (2.66, -6.89, 4.69)
H (1.23, -7.23, 5.70)
H (2.80, -6.91, 6.46)
H (1.41, -2.91, 6.83)
H (0.78, -1.88, 5.50)
H (2.31, -1.48, 6.30)

Properties
SMILES string = C=CC[SiH2]CC(=O)Cl.COP(=O)(OC)OC.COP(=O)(OC)OC.COP(=O)(OC)OC.COP(=O)(OC)OC
Multiplicity = 1
Lowest unoccupied orbital energy = -0.082 Ha
Kohn-Sham gap = 4.384 eV
HOMO level = -6.62 eV



Record 4
Computed, not measured: a structure of composition C17H45FN2NbO10P2 in a non-equilibrium geometry, with ωB97M-V/def2-TZVPD.

CARTESIAN COORDINATES (ANGSTROEM)
C (0.12, -0.82, 0.58)
C (0.09, -1.09, -0.73)
Nb (1.66, -0.08, -1.80)
C (2.52, 0.90, 0.09)
N (3.90, 1.46, -0.01)
C (0.32, 1.70, -2.34)
C (-0.98, 1.39, -3.11)
C (-2.27, 1.79, -2.38)
C (-2.80, 0.70, -1.42)
C (-3.14, -0.63, -2.07)
N (-4.60, -0.81, -2.17)
C (3.11, -1.83, -1.27)
O (4.32, -1.73, -1.97)
O (4.95, -3.06, -2.11)
C (1.32, -1.21, -3.77)
C (1.37, -0.33, -5.02)
F (2.08, -2.38, -4.02)
H (-0.17, 0.17, 0.95)
H (0.48, -1.52, 1.34)
H (-0.54, -1.80, -1.26)
H (2.99, 0.82, -2.67)
H (1.82, 1.69, 0.39)
H (2.60, 0.14, 0.87)
H (4.56, 0.70, 0.01)
H (4.01, 1.92, -0.91)
H (0.93, 2.45, -2.85)
H (0.04, 2.15, -1.37)
H (-1.06, 0.35, -3.43)
H (-0.96, 1.99, -4.03)
H (-2.14, 2.72, -1.83)
H (-3.05, 1.97, -3.13)
H (-2.08, 0.61, -0.61)
H (-3.73, 1.06, -0.96)
H (-2.70, -1.46, -1.50)
H (-2.73, -0.72, -3.08)
H (-4.82, -1.73, -2.51)
H (-5.03, -0.66, -1.27)
H (2.58, -2.75, -1.52)
H (3.31, -1.84, -0.18)
H (5.48, -3.12, -1.31)
H (0.28, -1.58, -3.68)
H (1.57, 0.72, -4.79)
H (0.44, -0.39, -5.59)
H (2.16, -0.73, -5.66)
C (7.67, -5.14, 3.61)
O (6.69, -4.33, 4.27)
P (6.05, -3.12, 3.46)
O (7.07, -2.22, 2.91)
O (5.19, -2.50, 4.65)
C (5.88, -1.85, 5.71)
O (4.81, -3.37, 2.51)
C (4.87, -4.44, 1.55)
H (7.74, -6.08, 4.16)
H (7.40, -5.36, 2.58)
H (8.63, -4.63, 3.63)
H (6.82, -1.41, 5.36)
H (6.09, -2.55, 6.51)
H (5.23, -1.06, 6.08)
H (4.99, -5.40, 2.06)
H (5.71, -4.29, 0.86)
H (3.95, -4.44, 0.99)
C (-9.11, 3.27, 2.47)
O (-8.02, 4.19, 2.29)
P (-6.87, 3.84, 1.19)
O (-6.31, 2.54, 1.64)
O (-6.06, 5.14, 1.70)
C (-5.67, 5.24, 3.06)
O (-6.22, 4.06, -0.27)
C (-6.86, 3.56, -1.44)
H (-9.92, 3.81, 2.96)
H (-9.48, 2.87, 1.52)
H (-8.78, 2.44, 3.10)
H (-5.51, 4.25, 3.49)
H (-6.43, 5.77, 3.64)
H (-4.74, 5.80, 3.09)
H (-7.81, 4.08, -1.61)
H (-7.03, 2.48, -1.32)
H (-6.21, 3.72, -2.30)

Properties
Multiplicity = 1
Charge = -1
Lowest unoccupied orbital energy = 0.035 Ha
Kohn-Sham gap = 4.620 eV
HOMO level = -3.66 eV



Record 5
Computed, not measured: a structure of composition C17H46B3FN8O8P2 in a non-equilibrium geometry, with ωB97M-V/def2-TZVPD.

CARTESIAN COORDINATES (ANGSTROEM)
C (7.54, -2.18, -1.17)
C (7.54, -0.75, -1.70)
O (8.71, -0.50, -2.50)
C (6.30, -0.41, -2.52)
B (5.19, 0.35, -1.74)
O (5.51, 1.28, -0.75)
B (4.70, 1.04, 0.36)
N (5.22, 0.59, 1.63)
O (3.32, 1.19, 0.08)
B (3.01, 0.26, -0.87)
C (1.74, -0.69, -0.62)
O (1.81, -1.44, 0.33)
N (0.60, -0.64, -1.46)
C (-0.47, -1.44, -0.97)
O (-1.42, -1.06, -0.37)
F (-0.26, -2.72, -1.24)
O (3.83, 0.11, -1.97)
H (8.22, -2.26, -0.33)
H (7.84, -2.89, -1.95)
H (6.54, -2.42, -0.79)
H (7.63, -0.10, -0.82)
H (9.41, -1.06, -2.17)
H (5.89, -1.33, -2.96)
H (6.64, 0.18, -3.38)
H (4.61, 0.94, 2.37)
H (5.12, -0.42, 1.70)
H (0.24, 0.31, -1.43)
O (-5.70, -5.07, -2.68)
P (-5.36, -5.40, -1.28)
N (-6.79, -5.25, -0.39)
C (-7.02, -4.31, 0.69)
C (-8.00, -5.62, -1.12)
N (-4.12, -4.25, -0.90)
C (-4.30, -3.13, 0.00)
C (-3.34, -3.84, -2.07)
N (-4.68, -6.61, -0.36)
C (-5.48, -7.73, 0.13)
C (-3.24, -6.89, -0.45)
H (-7.93, -4.58, 1.22)
H (-7.13, -3.27, 0.35)
H (-6.22, -4.35, 1.43)
H (-7.89, -6.61, -1.57)
H (-8.24, -4.92, -1.93)
H (-8.84, -5.67, -0.43)
H (-5.11, -2.46, -0.31)
H (-3.37, -2.55, 0.01)
H (-4.45, -3.45, 1.03)
H (-3.84, -3.06, -2.65)
H (-3.14, -4.68, -2.73)
H (-2.38, -3.46, -1.73)
H (-5.73, -7.59, 1.18)
H (-4.94, -8.67, 0.03)
H (-6.41, -7.85, -0.42)
H (-2.72, -6.46, 0.40)
H (-2.80, -6.47, -1.35)
H (-3.05, -7.96, -0.47)
O (1.26, 4.88, 3.35)
P (0.91, 5.34, 1.99)
N (2.33, 5.19, 1.07)
C (3.05, 6.27, 0.43)
C (3.16, 4.06, 1.45)
N (0.34, 6.95, 2.26)
C (1.09, 8.13, 1.85)
C (-0.27, 7.14, 3.57)
N (-0.17, 5.04, 0.76)
C (0.10, 3.99, -0.23)
C (-1.58, 5.41, 0.90)
H (3.77, 5.86, -0.27)
H (3.59, 6.91, 1.13)
H (2.38, 6.89, -0.17)
H (2.56, 3.15, 1.48)
H (3.63, 4.19, 2.43)
H (3.95, 3.91, 0.71)
H (2.10, 8.18, 2.28)
H (0.55, 9.02, 2.19)
H (1.15, 8.21, 0.77)
H (0.47, 7.31, 4.37)
H (-0.86, 6.27, 3.85)
H (-0.94, 8.00, 3.53)
H (0.47, 4.42, -1.16)
H (-0.81, 3.43, -0.45)
H (0.83, 3.27, 0.12)
H (-1.79, 6.33, 0.35)
H (-1.86, 5.56, 1.94)
H (-2.23, 4.62, 0.51)

Properties
Multiplicity = 1
Lowest unoccupied orbital energy = 0.004 Ha
Kohn-Sham gap = 8.250 eV
HOMO level = -8.14 eV



Record 6
Computed, not measured: a cluster of 6 separate species, C17H46NO11PS in total in a non-equilibrium geometry, with ωB97M-V/def2-TZVPD.

CARTESIAN COORDINATES (ANGSTROEM)
N (-1.48, 2.12, 0.95)
P (-2.15, 1.09, 2.18)
O (-3.74, 1.38, 2.10)
C (-1.47, 1.89, 3.74)
O (-0.03, 1.62, 3.66)
S (0.29, 0.17, 4.26)
O (1.56, 0.31, 4.88)
O (0.08, -0.90, 3.36)
O (-0.92, 0.17, 5.29)
C (-1.79, 1.31, 5.10)
O (-3.09, 0.92, 5.31)
H (-1.37, 3.07, 1.33)
H (-0.52, 1.79, 0.88)
H (-4.07, 0.62, 1.59)
H (-1.51, 2.98, 3.75)
H (-1.44, 2.03, 5.85)
H (-3.55, 1.58, 5.81)
C (-3.96, -3.53, -0.02)
C (-3.52, -2.39, 0.88)
C (-3.22, -2.87, 2.29)
O (-4.53, -1.37, 0.92)
H (-4.87, -3.99, 0.36)
H (-4.17, -3.17, -1.03)
H (-3.19, -4.30, -0.08)
H (-2.63, -1.92, 0.46)
H (-4.11, -3.31, 2.74)
H (-2.90, -2.04, 2.92)
H (-2.43, -3.62, 2.29)
H (-5.33, -1.76, 1.29)
C (-4.38, 0.88, 9.87)
C (-3.67, 1.83, 8.93)
C (-2.55, 2.58, 9.64)
O (-4.59, 2.76, 8.35)
H (-4.84, 1.43, 10.69)
H (-5.18, 0.35, 9.34)
H (-3.70, 0.14, 10.29)
H (-3.25, 1.27, 8.09)
H (-2.95, 3.18, 10.46)
H (-2.04, 3.26, 8.95)
H (-1.81, 1.89, 10.05)
H (-4.98, 3.28, 9.06)
C (-0.18, -0.15, -2.65)
C (-1.19, 0.45, -3.61)
C (-0.81, 1.88, -3.98)
O (-2.50, 0.43, -3.03)
H (-0.15, 0.43, -1.72)
H (-0.46, -1.17, -2.39)
H (0.83, -0.17, -3.08)
H (-1.25, -0.15, -4.51)
H (-0.80, 2.51, -3.09)
H (-1.55, 2.30, -4.67)
H (0.17, 1.92, -4.45)
H (-2.48, 0.95, -2.23)
C (4.10, -2.98, -4.96)
C (3.90, -1.56, -4.44)
C (5.20, -0.99, -3.88)
O (2.88, -1.54, -3.44)
H (4.42, -3.64, -4.15)
H (3.16, -3.37, -5.35)
H (4.85, -3.01, -5.75)
H (3.54, -0.92, -5.24)
H (5.56, -1.59, -3.04)
H (5.05, 0.03, -3.52)
H (5.98, -0.97, -4.65)
H (3.17, -2.09, -2.71)
C (6.87, -0.72, -7.62)
C (5.67, 0.21, -7.61)
C (5.34, 0.70, -9.02)
O (5.90, 1.32, -6.74)
H (7.75, -0.19, -7.99)
H (7.10, -1.06, -6.61)
H (6.70, -1.59, -8.25)
H (4.80, -0.31, -7.20)
H (6.18, 1.27, -9.43)
H (4.47, 1.36, -9.00)
H (5.12, -0.13, -9.69)
H (6.66, 1.80, -7.08)

Properties
SMILES string = NP(O)[C@@H]1OS(=O)(=O)O[C@@H]1O.CC(C)O.CC(C)O.CC(C)O.CC(C)O.CC(C)O
Multiplicity = 1
Lowest unoccupied orbital energy = 0.016 Ha
Kohn-Sham gap = 9.142 eV
HOMO level = -8.71 eV